No. 1
Molecular formula: C29H79NO11S10
Method: DFT, wB97M-V/def2-TZVPD

As for the HOMO energy: -0.3016 Eh. As for the HOMO-LUMO gap: 7.853 eV. The spin multiplicity is 1.

Each line ends with the Löwdin charge.
Atoms and positions in Å:
C  4.44550  13.22220  -26.49277  -0.24
S  5.29344  13.06508  -24.86158  0.79
O  6.44527  14.01159  -25.09440  -0.56
C  4.09646  14.04123  -23.83904  -0.24
H  3.52952  12.63843  -26.59446  0.03
H  5.20055  12.94554  -27.22213  0.04
H  4.18749  14.27848  -26.55291  0.05
H  3.06840  13.67581  -23.76468  0.03
H  4.01274  14.96749  -24.40611  0.05
H  4.42415  14.06905  -22.80371  0.03
C  3.13130  9.04459  -23.12063  -0.22
S  3.97552  9.71088  -24.60465  0.85
O  4.85277  8.55678  -25.05581  -0.56
C  2.38291  9.74348  -25.56827  -0.26
H  3.82466  9.03855  -22.28655  0.04
H  2.79707  8.05851  -23.44366  0.02
H  2.20584  9.58018  -22.91334  0.04
H  1.93592  8.76549  -25.73826  0.03
H  2.72874  10.16005  -26.51617  0.01
H  1.65169  10.40224  -25.09949  0.03
C  2.64078  12.98481  -19.41958  -0.27
S  2.85161  12.18671  -21.01337  0.84
O  2.59975  10.75802  -20.62433  -0.55
C  1.36708  12.85676  -21.78160  -0.36
H  3.66954  12.87684  -19.06973  0.04
H  1.86047  12.58994  -18.77550  0.06
H  2.48629  14.06856  -19.40413  0.05
H  1.34838  13.93604  -21.63841  0.06
H  0.46992  12.46755  -21.28564  0.06
H  1.14764  12.49100  -22.78704  -0.18
C  7.28597  8.60217  -22.82171  -0.24
S  8.68819  8.59550  -23.99786  0.83
O  10.01706  8.42291  -23.31157  -0.56
C  8.59950  10.33377  -24.47111  -0.27
H  6.80445  9.57424  -22.93395  0.03
H  7.55302  8.52683  -21.76631  0.06
H  6.54944  7.81160  -22.94931  0.01
H  8.51424  11.08931  -23.69008  0.06
H  7.72611  10.46612  -25.12004  0.03
H  9.42594  10.60410  -25.12854  0.05
C  7.30424  6.44862  -26.23474  -0.30
S  6.04758  5.15252  -26.50286  0.83
O  6.79075  3.84124  -26.70103  -0.58
C  5.37041  5.18008  -24.76120  -0.24
H  7.88921  6.49951  -27.15238  0.05
H  8.01003  6.23194  -25.43511  0.03
H  6.74644  7.34999  -25.97906  0.00
H  6.24608  5.29414  -24.12242  0.05
H  5.02591  4.15755  -24.61950  0.04
H  4.64894  5.98244  -24.64310  0.01
C  5.35520  8.63824  -30.08843  -0.26
S  6.01766  10.22272  -29.59740  0.89
O  4.93780  11.25632  -29.83366  -0.56
C  5.97745  9.86528  -27.83102  -0.25
H  4.26679  8.63298  -29.96874  0.06
H  5.75877  7.76422  -29.58241  0.06
H  5.42630  8.55859  -31.17505  0.05
H  6.02480  10.84068  -27.35012  0.03
H  6.81175  9.24709  -27.50560  0.05
H  5.02727  9.36334  -27.65769  0.04
C  0.50537  5.11939  -22.27406  -0.25
S  2.16527  5.22682  -23.02040  0.78
O  2.76556  3.85403  -22.99594  -0.53
C  1.50412  5.77094  -24.62870  -0.26
H  -0.01919  4.16880  -22.42726  0.06
H  -0.20408  5.85647  -22.65102  0.05
H  0.44974  5.11777  -21.18194  0.05
H  1.32182  6.84247  -24.64186  0.02
H  0.68069  5.23045  -25.09170  0.06
H  2.42369  5.55098  -25.18306  0.04
C  -0.75447  12.63229  -25.32546  -0.21
S  -0.86384  12.18903  -23.55035  0.97
O  0.50924  11.67236  -23.19801  -0.51
C  -1.34391  13.75437  -22.73590  -0.22
H  -1.82480  12.66816  -25.53478  0.06
H  -0.23163  11.79068  -25.76431  0.02
H  -0.28071  13.59666  -25.49428  0.06
H  -0.83163  14.61317  -23.17308  0.06
H  -1.01405  13.72746  -21.69753  0.04
H  -2.42735  13.83598  -22.76956  0.06
C  4.66822  6.03538  -18.76484  -0.24
S  4.34768  5.95739  -20.60267  0.82
O  5.17983  7.06786  -21.17918  -0.58
C  5.33679  4.43054  -20.92403  -0.22
H  5.74366  5.97050  -18.62442  0.05
H  4.14172  5.23145  -18.24787  0.05
H  4.19345  6.95008  -18.41619  0.04
H  6.28818  4.79600  -21.30366  0.05
H  4.86556  3.71754  -21.59609  0.03
H  5.42962  3.94002  -19.95508  0.04
C  -0.33521  9.06412  -26.66544  -0.27
S  -1.21826  7.47770  -26.54179  0.82
O  -2.00787  7.43596  -25.25764  -0.56
C  -2.51432  7.74699  -27.81603  -0.24
H  -1.01468  9.83151  -27.04299  0.04
H  0.50272  9.13892  -27.36189  0.05
H  0.09939  9.24847  -25.68302  0.02
H  -3.29485  6.99750  -27.72949  0.05
H  -2.06962  7.70405  -28.81047  0.05
H  -2.91820  8.73613  -27.60112  0.05
C  2.05009  14.55008  -31.98233  -0.03
C  2.05689  13.98506  -30.55333  -0.50
C  1.00104  14.70001  -29.71182  -0.11
C  0.47537  13.93260  -28.47488  -0.18
C  -0.03743  12.55340  -28.89762  -0.14
C  1.04419  11.73967  -29.63305  -0.49
N  1.67046  12.56376  -30.68105  -0.10
O  2.63543  11.80766  -31.40203  -0.01
C  1.99354  11.16248  -28.61273  -0.05
C  0.29125  10.57040  -30.31788  -0.02
C  3.45805  14.21342  -29.98224  -0.03
H  0.99634  14.59464  -32.28230  0.08
H  2.49227  15.54167  -32.04075  0.09
H  2.40422  13.82663  -32.71451  0.08
H  1.52348  15.54177  -29.25223  0.11
H  0.13729  15.07096  -30.26027  0.12
H  1.14944  13.90420  -27.61013  0.10
H  -0.35171  14.45304  -27.97865  0.10
H  -0.93175  12.72529  -29.50153  0.13
H  -0.36990  11.97414  -28.03455  0.08
H  1.54473  11.17192  -27.62014  0.05
H  2.88465  11.79421  -28.68928  0.06
H  2.38137  10.16165  -28.81403  0.08
H  -0.58780  10.25354  -29.74730  0.07
H  0.89135  9.67702  -30.48193  0.08
H  -0.12227  10.95226  -31.25302  0.09
H  3.83648  13.40612  -29.34298  0.04
H  4.26773  14.21301  -30.71256  0.09
H  3.53585  15.04414  -29.27816  0.08
H  3.23889  11.60030  -30.66110  0.03


No. 2
Molecular formula: C45H49MoN3O4S2SeTe
Method: DFT, wB97M-V/def2-TZVPD

As for the HOMO energy (spin up / spin down): -0.3777 / -0.3730 Eh. As for the total charge: +1. As for the HOMO-LUMO gap (spin up / spin down): 6.521 / 6.545 eV. The spin multiplicity is 2.

Each line ends with the Löwdin charge.
Atoms and positions in Å:
Mo  -0.25805  -0.15615  0.93202  0.86
N  2.05806  -0.02272  0.37291  -0.05
C  3.17796  0.18297  1.27176  -0.33
C  3.54509  1.47724  1.60187  -0.04
C  4.62082  1.68502  2.45462  -0.06
C  5.32402  0.60744  2.96902  -0.07
C  4.96117  -0.68513  2.61330  -0.06
C  3.89081  -0.90060  1.76055  -0.07
H  2.05851  0.73666  -0.30305  0.04
H  2.24898  -0.85534  -0.17789  0.07
H  3.00815  2.32206  1.17881  0.10
H  4.91363  2.69529  2.70637  0.11
H  6.15894  0.77204  3.63510  0.11
H  5.51392  -1.53024  2.99950  0.11
H  3.60506  -1.91006  1.48999  0.10
C  -2.63688  4.59540  -5.93908  -0.03
C  -2.68191  3.80759  -4.66223  -0.24
C  -2.47885  4.41950  -3.43458  0.01
C  -2.53121  3.71610  -2.23421  -0.28
C  -2.27747  4.47881  -0.97813  -0.04
C  -2.81629  2.35482  -2.29938  -0.37
Te  -3.38400  1.14314  -0.63378  1.91
N  -2.32163  0.32350  0.99389  -0.39
C  -3.10072  -0.70699  1.52279  -0.63
O  -2.56902  -1.73556  1.91281  -0.01
C  -4.57864  -0.52008  1.64420  -0.23
C  -5.09754  0.47909  2.45865  -0.04
C  -6.47043  0.61927  2.59476  -0.05
C  -7.31990  -0.22931  1.90079  -0.06
C  -6.80226  -1.24115  1.09990  -0.06
C  -5.43154  -1.40193  0.98496  -0.03
C  -4.56958  2.67495  0.23493  -0.32
C  -5.72983  2.90333  -0.51316  -0.29
C  -6.07195  2.21053  -1.80700  -0.06
C  -6.63593  3.85482  -0.05320  0.00
C  -6.43617  4.55240  1.12651  -0.25
C  -7.44434  5.54361  1.63024  -0.03
C  -5.27862  4.28850  1.84683  0.00
C  -4.32024  3.37547  1.42197  -0.30
C  -3.09396  3.23491  2.27882  -0.07
C  -2.99351  1.68250  -3.51760  -0.31
C  -3.25002  0.20528  -3.64904  -0.08
C  -2.92742  2.44118  -4.68036  0.00
H  -2.14900  5.55762  -5.79635  0.08
H  -3.64718  4.78494  -6.30605  0.09
H  -2.10275  4.05096  -6.71728  0.09
H  -2.25466  5.47950  -3.39885  0.13
H  -1.45864  5.18212  -1.13396  0.09
H  -1.99700  3.82489  -0.16278  0.04
H  -3.16399  5.04213  -0.67840  0.10
H  -4.42567  1.13533  2.99239  0.10
H  -6.87470  1.39384  3.23249  0.11
H  -8.39141  -0.11292  1.99530  0.11
H  -7.47110  -1.91016  0.57527  0.11
H  -5.01252  -2.19093  0.37286  0.13
H  -5.74058  1.17133  -1.86066  0.04
H  -5.64608  2.73984  -2.66251  0.09
H  -7.15386  2.18554  -1.92856  0.09
H  -7.53461  4.03381  -0.63180  0.12
H  -8.14942  5.82454  0.85003  0.08
H  -6.95724  6.44802  1.99345  0.09
H  -8.01425  5.12459  2.46119  0.09
H  -5.09920  4.81954  2.77574  0.13
H  -3.34680  3.39920  3.32475  0.09
H  -2.35060  3.98878  2.01406  0.08
H  -2.62432  2.25848  2.19471  0.03
H  -2.59222  -0.39900  -3.02827  0.03
H  -3.09926  -0.09430  -4.68504  0.09
H  -4.27863  -0.05448  -3.38483  0.08
H  -3.05750  1.93756  -5.63109  0.13
O  2.28695  7.42946  0.69493  0.12
C  2.67577  6.59143  -0.29230  -0.48
O  3.56305  6.89477  -1.03367  0.14
C  1.94102  5.28871  -0.39680  -0.13
C  1.35470  4.65896  0.69713  -0.03
C  0.72154  3.43504  0.54452  -0.14
C  0.65785  2.82901  -0.70183  -0.62
S  -0.14034  1.27503  -0.99930  0.61
C  1.25040  3.45850  -1.79920  -0.09
C  1.89278  4.67376  -1.64657  0.01
H  1.48389  7.10047  1.11400  0.10
H  1.40651  5.10196  1.68547  0.12
H  0.25915  2.95924  1.40441  0.08
H  1.19811  2.98990  -2.77344  0.11
H  2.37238  5.15831  -2.48578  0.13
Se  0.59012  -1.66082  2.78608  0.76
C  -0.17344  -0.16032  3.67640  -0.67
C  0.30564  1.13455  3.43758  -0.16
C  -0.28980  2.20173  4.11194  -0.16
N  -1.29079  2.07329  4.96596  0.07
C  -1.76470  0.83639  5.15296  -0.13
C  -1.26749  -0.29283  4.53547  -0.10
H  1.21841  1.29358  2.87612  0.07
H  0.09919  3.20682  3.97683  0.11
H  -2.59054  0.74605  5.84999  0.11
H  -1.70542  -1.26246  4.72883  0.11
C  -0.88431  -3.53816  0.12758  -0.22
S  -0.75021  -1.91390  -0.57954  0.63
C  0.57096  -2.19405  -1.74876  -0.22
O  -1.99447  -1.69273  -1.35368  -0.50
H  -1.00920  -4.23191  -0.70246  0.08
H  -1.75578  -3.52157  0.77643  0.05
H  0.00605  -3.76604  0.71057  0.04
H  1.43038  -2.64795  -1.25694  0.07
H  0.82461  -1.23019  -2.18879  0.04
H  0.17986  -2.87029  -2.50790  0.08


Table of energy above the lowest of the compared OMol25 structures with the same formula, charge and spin (kJ/mol), in record order: 497.01 195.79
Table of total energy (Eh), in record order: -6015.998452 -5743.197304
Table of max |F| (eV Å⁻¹), in record order: 9.613 0.784